<a>
Entry from OMol25: a molecular structure, C30H45BrCuN2P2S (ωB97M-V/def2-TZVPD).

Last column: Löwdin spin population.
CARTESIAN COORDINATES (ANGSTROEM)
N  -4.8145  -0.7104  3.0330  -0.001
C  -3.8798  0.0520  3.6110  0.000
C  -2.9677  0.7950  2.8633  -0.001
C  -2.9323  0.6353  1.4566  0.000
C  -3.9790  -0.1114  0.8627  -0.001
C  -4.8898  -0.7634  1.7015  0.000
C  -1.8680  1.2080  0.6752  0.001
Cu  0.0584  -0.1911  -0.0414  0.377
P  1.8691  0.5853  -1.1098  0.085
C  -1.7613  1.0276  -0.7110  0.007
C  -1.3298  2.1090  -1.5941  0.002
C  -1.6537  2.0706  -2.9689  0.000
C  -1.1869  3.0550  -3.8333  0.001
C  -0.3864  4.0780  -3.3172  0.000
C  -0.1541  4.2092  -1.9466  0.000
C  -0.6333  3.2225  -1.0810  0.001
Br  0.4739  5.2983  -4.5179  0.000
H  -1.1977  1.8881  1.2048  0.002
H  -2.3144  0.2217  -1.1959  0.002
H  -2.2960  1.5011  3.3546  0.000
H  -4.1093  -0.1828  -0.2220  0.000
H  -3.8641  0.0953  4.7031  0.000
H  -5.7060  -1.3538  1.2668  0.000
H  -2.2929  1.2682  -3.3415  0.000
H  -0.4825  3.3377  -0.0107  0.000
H  -1.4172  3.0211  -4.8941  0.000
H  0.3974  5.0619  -1.5609  0.000
P  -0.4371  -2.3559  -0.3948  0.146
C  2.6022  2.1283  -0.4210  0.028
C  3.3873  3.0465  -1.3558  0.009
H  3.2317  1.8078  0.4229  0.000
H  1.7606  2.6885  0.0132  0.002
H  3.7604  3.9094  -0.7880  0.002
H  4.2663  2.5549  -1.7888  0.000
H  2.7700  3.4521  -2.1680  0.000
C  1.5670  1.0031  -2.8824  0.004
C  2.7257  0.9253  -3.8688  0.002
H  1.1156  2.0058  -2.8854  0.000
H  0.7693  0.3224  -3.2130  0.000
H  2.3531  1.1724  -4.8716  0.000
H  3.5211  1.6444  -3.6429  0.000
H  3.1536  -0.0823  -3.9251  0.000
C  3.2448  -0.6324  -1.1335  0.004
C  4.6627  -0.1099  -1.3527  0.002
H  2.9836  -1.3750  -1.9047  0.000
H  3.1912  -1.1555  -0.1674  0.000
H  5.3646  -0.9536  -1.3285  0.001
H  4.7864  0.3776  -2.3265  0.000
H  4.9631  0.5923  -0.5660  0.000
C  0.5016  -3.7539  0.3589  0.014
C  2.0147  -3.6684  0.2388  0.001
H  0.1205  -4.6596  -0.1425  0.004
H  0.2151  -3.8070  1.4168  0.000
H  2.4604  -4.5686  0.6775  0.000
H  2.3429  -3.6136  -0.8056  0.000
H  2.4261  -2.8137  0.7863  0.001
C  -0.2957  -2.7770  -2.1813  0.022
C  -1.1758  -1.9207  -3.0908  0.000
H  -0.5608  -3.8435  -2.2617  0.005
H  0.7678  -2.6645  -2.4483  0.000
H  -0.9649  -2.1602  -4.1403  0.000
H  -2.2433  -2.1036  -2.9159  0.000
H  -0.9957  -0.8456  -2.9553  0.000
C  -2.1213  -3.0072  -0.0336  0.031
C  -2.4500  -3.2248  1.4410  0.002
H  -2.1828  -3.9634  -0.5780  0.008
H  -2.8397  -2.3104  -0.4911  0.000
H  -3.5169  -3.4589  1.5405  0.001
H  -1.8960  -4.0654  1.8752  0.000
H  -2.2453  -2.3340  2.0490  0.001
S  0.4486  -1.0997  2.2972  0.151
C  0.1690  -0.2682  3.7470  0.017
N  -0.7292  -0.7770  4.6753  0.016
C  -0.9031  -0.2516  5.9250  0.008
C  -0.1438  0.8324  6.3189  0.017
C  0.7449  1.4082  5.4005  0.003
C  0.8833  0.8807  4.1213  0.021
H  -1.2598  -1.5979  4.3958  0.000
H  -1.6421  -0.7444  6.5524  0.000
H  -0.2547  1.2298  7.3317  0.001
H  1.3413  2.2751  5.6886  0.000
H  1.5594  1.2822  3.3691  0.000

Computed properties:
Molecular weight = 671.169 g/mol
2S+1 = 2
Total charge = +2
Kohn-Sham gap (spin up / spin down) = 7.07 / 4.51 eV
LUMO (spin up / spin down) = -6.27 / -8.80 eV

<b>
Entry from OMol25: a molecular structure, C30H45BrCuN2P2S (ωB97M-V/def2-TZVPD).

Last column: Löwdin spin population.
CARTESIAN COORDINATES (ANGSTROEM)
N  6.0586  0.5549  2.0739  0.000
C  5.2489  0.1841  3.0753  0.000
C  4.2960  -0.8358  2.9521  0.000
C  4.2127  -1.5655  1.7411  0.000
C  5.1049  -1.1750  0.7148  0.000
C  5.9925  -0.1088  0.9168  0.000
C  3.2383  -2.5918  1.5380  -0.001
Cu  -1.0709  -0.2695  -0.6147  0.325
P  -3.2977  -0.0052  -1.0839  0.078
C  3.0689  -3.2493  0.3440  0.001
C  1.7596  -3.4958  -0.1901  0.000
C  1.5249  -3.4247  -1.5972  0.001
C  0.2343  -3.1391  -2.0647  0.001
C  -0.8074  -3.0070  -1.1338  0.002
C  -0.6157  -3.2933  0.2192  0.000
C  0.6467  -3.6476  0.6784  0.002
Br  -2.6974  -3.1460  -1.7558  0.001
H  2.5799  -2.7885  2.3728  0.000
H  3.8970  -3.3730  -0.3592  0.000
H  3.6227  -1.0216  3.7967  0.000
H  5.1120  -1.6746  -0.2439  0.000
H  5.3446  0.7160  4.0388  0.000
H  6.6476  0.2375  0.1025  0.000
H  2.3732  -3.5374  -2.2854  0.000
H  0.8166  -3.9946  1.6993  0.000
H  0.0401  -2.9910  -3.1246  0.000
H  -1.4647  -3.2126  0.8865  0.000
P  0.4769  1.0325  -1.7099  0.186
C  -3.8925  -0.8978  0.4388  0.025
C  -5.2372  -1.6074  0.5474  0.009
H  -3.8685  -0.1079  1.2114  0.000
H  -3.0811  -1.5967  0.6906  0.006
H  -5.3260  -1.9603  1.5868  0.001
H  -6.0862  -0.9362  0.3676  0.000
H  -5.3184  -2.4885  -0.0969  0.000
C  -3.3656  -0.3113  -2.9239  0.001
C  -4.7354  -0.5871  -3.5268  0.002
H  -2.7238  -1.2027  -3.1135  0.000
H  -2.8930  0.5537  -3.4299  0.000
H  -4.6227  -1.2799  -4.3718  0.000
H  -5.4324  -1.0303  -2.8049  0.000
H  -5.1699  0.3349  -3.9356  0.000
C  -4.0533  1.6446  -0.8331  0.006
C  -5.5718  1.5546  -0.6847  0.004
H  -3.7729  2.2865  -1.6872  0.000
H  -3.5899  2.0960  0.0654  0.001
H  -6.0276  2.5034  -0.9839  0.001
H  -5.9997  0.7718  -1.3210  0.000
H  -5.8800  1.3633  0.3483  0.000
C  0.4638  2.8775  -1.5600  0.007
C  -0.8944  3.5334  -1.7427  0.000
H  1.1836  3.2419  -2.3159  0.003
H  0.8740  3.1419  -0.5704  0.000
H  -0.7387  4.5857  -2.0115  0.000
H  -1.4919  3.0665  -2.5359  0.000
H  -1.4466  3.5232  -0.7947  0.000
C  0.1820  0.8318  -3.5199  0.037
C  0.7520  -0.4530  -4.1051  0.001
H  0.6022  1.7131  -4.0298  0.007
H  -0.9118  0.8722  -3.6531  0.000
H  0.5539  -0.4728  -5.1823  0.001
H  1.8373  -0.5142  -3.9664  0.000
H  0.2895  -1.3343  -3.6548  0.000
C  2.2950  0.8401  -1.3934  0.037
C  2.8218  1.5598  -0.1496  0.002
H  2.8170  1.2409  -2.2777  0.008
H  2.5001  -0.2426  -1.3412  0.001
H  3.9079  1.4453  -0.0697  0.001
H  2.6476  2.6440  -0.1694  0.000
H  2.3799  1.1411  0.7593  0.000
S  -0.6647  1.4736  1.0530  0.159
C  0.1999  1.0547  2.4611  0.011
N  1.2993  1.8193  2.8228  0.019
C  1.9267  1.6996  4.0334  0.010
C  1.5570  0.6639  4.8739  0.021
C  0.3847  -0.0553  4.6041  0.004
C  -0.2570  0.1063  3.3815  0.022
H  1.5907  2.5667  2.1910  0.000
H  2.6667  2.4706  4.2617  0.000
H  2.1657  0.4427  5.7476  0.001
H  -0.0288  -0.7194  5.3571  0.000
H  -1.1623  -0.4256  3.1080  0.000

Computed properties:
Molecular weight = 671.169 g/mol
2S+1 = 2
Total charge = +2
Kohn-Sham gap (spin up / spin down) = 7.00 / 4.56 eV
LUMO (spin up / spin down) = -5.99 / -8.42 eV

Which structure loses on stability? <b> does.

<a>
Entry from OMol25: 2 unconnected molecules or ions with the total composition C5H9NS2 (ωB97M-V/def2-TZVPD).

Last column: Mulliken charge in e.
CARTESIAN COORDINATES (ANGSTROEM)
C  3.0751  0.4113  1.0063  0.151
C  -1.8483  -0.3157  0.4680  -1.235
C  -0.6298  0.2055  -0.1799  -0.314
C  0.6558  0.2746  0.9302  -0.752
C  1.9590  0.4483  0.2073  0.003
N  4.0437  0.5193  1.5872  -0.407
S  2.3639  -1.9102  -0.5464  -0.225
S  2.1220  1.3010  -1.2670  -0.071
H  -2.6957  -0.3221  -0.2606  0.309
H  -1.8755  -1.2885  0.9328  0.361
H  -2.0123  0.4122  1.2825  0.304
H  -0.7839  1.2651  -0.4262  0.299
H  -0.2339  -0.3050  -1.0990  0.321
H  0.7818  -0.5475  1.5142  0.496
H  0.7343  1.2070  1.4593  0.433
H  2.0337  -1.3551  -1.8189  0.141
H  3.3859  1.1915  -1.2286  0.186

Computed properties:
Molecular weight = 147.268 g/mol
Total charge = 0
Kohn-Sham gap (spin up / spin down) = 7.54 / 7.55 eV
LUMO (spin up / spin down) = -1.31 / -1.31 eV

<b>
Entry from OMol25: a single C5H9NS2 molecule (ωB97M-V/def2-TZVPD).

Last column: Mulliken charge in e.
CARTESIAN COORDINATES (ANGSTROEM)
N  2.4518  -0.3998  -0.2257  -0.642
C  1.2227  -0.6407  0.4877  -0.177
C  -0.1149  -0.9668  -0.1736  -0.281
C  -1.1282  -0.5922  -1.2709  -0.915
S  -2.4077  0.2734  -0.1303  -0.108
C  -1.2120  0.5659  1.2783  -0.842
C  0.1187  0.3776  0.5540  0.314
S  0.5226  1.9121  -0.3425  -0.207
H  2.9812  0.2710  0.3081  0.273
H  2.3322  -0.0258  -1.1510  0.295
H  1.4085  -1.1527  1.3640  0.384
H  -0.6277  -1.6500  0.4821  0.284
H  -0.6066  0.0568  -1.9371  0.359
H  -1.6048  -1.4427  -1.7155  0.414
H  -1.3925  1.5809  1.6368  0.384
H  -1.3901  -0.1641  2.0591  0.327
H  -0.5529  1.9973  -1.2236  0.137

Computed properties:
Molecular weight = 147.268 g/mol
SMILES = N[C@@H]1[C@@H]2CSC[C@@]12S
Total charge = 0
Kohn-Sham gap = 9.28 eV
LUMO = 0.62 eV

Which structure loses on stability? <a> does.

<a>
Entry from OMol25: 2 unconnected molecules or ions with the total composition C12H21BrClFN3O4S (ωB97M-V/def2-TZVPD).

Last column: Mulliken charge in e.
CARTESIAN COORDINATES (ANGSTROEM)
C  2.7916  1.4837  2.7136  -0.881
C  1.2493  1.7834  3.2778  -0.201
C  0.3056  0.4051  3.2752  -0.834
C  -0.1189  0.0966  1.7219  0.215
N  -1.2877  0.5845  0.8728  0.377
C  -2.3341  1.5025  1.4648  -0.225
Cl  -4.0862  1.1050  0.9628  -0.090
C  -1.9554  3.1209  1.2785  -0.256
C  -3.2242  3.9282  0.6189  -1.141
C  -1.1072  -0.0143  -0.5044  0.414
C  -2.0724  0.2379  -1.8056  -0.690
C  -1.6719  1.6026  -2.6785  0.427
O  -2.5102  2.6745  -2.7369  -0.462
Br  0.0478  1.7676  -3.7259  -0.068
C  0.2161  -0.9858  -0.5567  -0.271
S  0.9526  -2.0280  -1.9357  1.294
O  0.6256  -1.5338  -3.3670  -0.471
O  0.3033  -3.4568  -1.7946  -0.477
F  2.6609  -2.0468  -1.7655  -0.205
N  0.7287  -0.8189  0.8598  0.610
N  1.8760  -1.5496  1.1261  -1.058
H  3.4034  0.8257  3.4993  0.259
H  2.7874  0.8595  1.7112  0.195
H  3.3803  2.4966  2.4852  0.322
H  1.3265  2.2674  4.3642  0.367
H  0.6849  2.5869  2.5997  0.154
H  0.9847  -0.4498  3.7569  0.355
H  -0.6540  0.6289  3.9169  0.322
H  -2.2946  1.3284  2.6453  0.212
H  -1.7667  3.5869  2.3614  0.282
H  -0.9339  3.2674  0.7010  0.332
H  -2.8785  5.0466  0.4596  0.346
H  -4.1675  3.9357  1.3156  0.336
H  -3.4871  3.5183  -0.4672  0.290
H  -1.8599  -0.6664  -2.5555  0.386
H  -3.2221  0.2062  -1.5886  0.359
H  1.7818  -2.5549  0.8118  0.289
H  2.1306  -1.5008  2.1504  0.215
C  2.2115  -5.7000  -4.5792  -0.496
O  2.6401  -5.5668  -3.2364  -0.505
H  2.6572  -6.6012  -5.0067  0.241
H  1.1225  -5.7855  -4.6083  0.237
H  2.5347  -4.8285  -5.1540  0.236
H  2.2291  -4.7592  -2.8839  0.260

Computed properties:
Molecular weight = 437.739 g/mol
Total charge = +1
Kohn-Sham gap = 6.82 eV
LUMO = -5.08 eV

<b>
Entry from OMol25: 2 unconnected molecules or ions with the total composition C12H21BrClFN3O4S (ωB97M-V/def2-TZVPD).

Last column: Mulliken charge in e.
CARTESIAN COORDINATES (ANGSTROEM)
C  0.9817  1.6433  3.5788  -0.984
C  1.8414  2.3514  2.3936  -0.132
C  0.8866  2.8612  1.1679  -1.012
C  0.4438  1.5799  0.3324  0.386
N  1.0770  0.8829  -0.7813  0.390
C  2.3627  1.3801  -1.3517  -0.218
Cl  2.4465  1.3149  -3.1863  -0.089
C  3.6759  0.7213  -0.6196  -0.307
C  4.6885  0.1091  -1.7067  -1.254
C  0.2412  -0.2505  -1.1107  0.547
C  0.5355  -1.3423  -2.2313  -0.843
C  1.4843  -2.5555  -1.7129  0.434
O  2.6486  -2.7161  -2.1727  -0.461
Br  0.8829  -3.8773  -0.3506  -0.090
C  -1.0167  -0.2764  -0.2123  -0.334
S  -2.4580  -1.4273  -0.1619  1.358
O  -2.1648  -2.8049  -0.6648  -0.496
O  -3.5056  -0.8203  -1.0765  -0.502
F  -2.9727  -1.5558  1.4200  -0.185
N  -0.7742  0.8888  0.6380  0.631
N  -1.7639  1.1348  1.5729  -1.134
H  0.3478  2.4307  4.1450  0.268
H  0.2311  0.8736  3.1701  0.229
H  1.6669  1.0804  4.3217  0.337
H  2.4569  3.2194  2.8462  0.382
H  2.6123  1.6179  1.9353  0.149
H  -0.0041  3.4060  1.6671  0.402
H  1.5089  3.5598  0.5090  0.330
H  2.4171  2.5035  -1.0818  0.220
H  4.2408  1.5699  -0.0678  0.310
H  3.3705  -0.0210  0.2043  0.376
H  5.5515  -0.3813  -1.1262  0.366
H  5.1313  0.9073  -2.3920  0.355
H  4.1973  -0.7435  -2.3115  0.312
H  -0.4823  -1.8465  -2.4646  0.417
H  0.9135  -0.9306  -3.2245  0.390
H  -2.7084  1.1200  1.1402  0.276
H  -1.6002  2.0326  2.0645  0.200
C  -6.7696  -3.2125  -0.6645  -0.501
O  -6.5256  -2.0469  0.1095  -0.505
H  -7.8292  -3.4606  -0.6019  0.243
H  -6.5034  -3.0248  -1.7078  0.239
H  -6.1801  -4.0455  -0.2728  0.237
H  -5.5837  -1.8491  0.0379  0.262

Computed properties:
Molecular weight = 437.739 g/mol
Total charge = +1
Kohn-Sham gap = 7.50 eV
LUMO = -4.46 eV

Which structure loses on stability? <a> does.

<a>
Entry from OMol25: a single H3PS2 molecule (ωB97M-V/def2-TZVPD).

Last column: Mulliken charge in e.
CARTESIAN COORDINATES (ANGSTROEM)
P  -0.6346  1.0776  -0.2741  -0.057
S  1.0822  -0.3494  -0.0545  -0.096
S  0.3519  -2.0534  0.6940  -0.162
H  0.2385  1.9094  -1.0352  0.068
H  -0.6295  1.8813  0.9490  0.092
H  -0.4085  -2.4656  -0.2792  0.156

Computed properties:
Molecular weight = 98.132 g/mol
SMILES = PSS
Total charge = 0
Kohn-Sham gap = 9.39 eV
LUMO = 0.33 eV

<b>
Entry from OMol25: 2 unconnected molecules or ions with the total composition H3PS2 (ωB97M-V/def2-TZVPD).

Last column: Mulliken charge in e.
CARTESIAN COORDINATES (ANGSTROEM)
P  0.1385  -1.0381  0.6040  0.156
S  1.8838  -1.4711  -0.2261  -0.175
S  -0.6591  0.8845  -0.2068  -0.292
H  0.2259  1.0717  -2.2875  0.001
H  0.3021  -0.1945  1.7933  0.141
H  -1.8913  0.7475  0.3232  0.169

Computed properties:
Molecular weight = 98.132 g/mol
Total charge = 0
Kohn-Sham gap (spin up / spin down) = 9.05 / 5.88 eV
LUMO (spin up / spin down) = -0.14 / -2.78 eV

Which structure loses on stability? <b> does.